ORCA calculation (ωB97M-V/def2-TZVPD) on C5H9ClN2 in the gas phase at a distorted geometry.

```
17
C5H9ClN2 (ωB97M-V/def2-TZVPD)
N -1.68293 0.47970 -0.09368
C -0.42721 0.67800 0.59137
C -0.02830 -0.68176 1.27148
N 0.06649 -1.63757 0.08848
C 0.40030 -0.74672 -1.03992
C 1.04575 0.48978 -0.48994
Cl 2.53164 0.03816 0.12357
C 0.42647 1.67562 0.14925
H -2.08224 1.38951 -0.61664
H -1.67209 -0.53486 -0.72860
H -0.72269 -1.13841 2.10335
H 1.03112 -0.69130 1.76921
H -0.85797 -2.20603 -0.19109
H 1.07860 -1.45375 -1.60569
H -0.42685 -0.28984 -1.59657
H 1.26949 1.99535 0.72502
H 0.05041 2.63411 -0.45958
```

Calculated values
gap between HOMO and LUMO	8.0540	eV
energy above the lowest of the compared OMol25 structures with the same formula, charge and spin	145.57	kcal/mol
F_max	5.35	eV/A
calculated total energy	-765.3981	a.u.
charge	0